Entry 1:
A cluster of 2 separate species, C7H13NSi in total. Source: the OMol25 dataset; level of theory: wB97M-V/def2-TZVPD.

Calculated values
* HOMO level: -0.28713 hartree
* HOMO-LUMO gap: 8.02 eV
* relative energy (zero: lowest compared OMol25 entry of this formula, charge and spin): 4.799 eV
* total charge: 0
* max |F|: 4.67 eV/Å

Each line ends with the natural charge from an NBO analysis.
Element x y z (Å)
C 0.611 2.342 -1.054  -0.16
C -0.178 -0.028 2.486  -0.34
C -0.443 0.717 1.491  -0.69
C -2.557 0.527 -1.542  -0.67
C 1.911 -1.722 0.514  -0.61
C -1.413 -0.420 -1.457  -0.52
C 2.182 -0.283 0.066  -0.83
N 0.564 3.211 -1.812  -0.29
Si 0.538 0.748 -0.044  1.35
H -0.805 -0.143 3.345  0.20
H 0.774 -0.530 2.574  0.18
H -1.259 1.459 1.568  0.24
H -3.468 0.193 -1.050  0.22
H -2.126 1.417 -1.234  0.22
H -2.881 0.636 -2.609  0.21
H 1.953 -2.363 -0.246  0.21
H 2.558 -2.079 1.304  0.21
H 0.905 -1.851 0.942  0.21
H -0.676 -0.457 -2.251  0.20
H -1.653 -1.445 -1.058  0.20
H 2.776 -0.298 -0.797  0.24
H 2.686 0.367 0.863  0.23



Entry 2:
The ion C7H13O2 with charge +1. Source: the OMol25 dataset; level of theory: wB97M-V/def2-TZVPD.

Calculated values
* HOMO level: -0.51406 hartree
* HOMO-LUMO gap: 9.84 eV
* relative energy (zero: lowest compared OMol25 entry of this formula, charge and spin): 1.077 eV
* total charge: +1
* max |F|: 4.95 eV/Å

Each line ends with the natural charge from an NBO analysis.
Element x y z (Å)
C -0.078 -1.303 0.532  0.90
C 0.573 -0.339 -1.610  -0.09
C -1.354 0.936 0.845  0.31
C -0.011 -2.448 1.382  -0.73
C 2.109 -0.187 -2.004  -0.63
C -0.973 1.962 1.813  -0.67
C -2.259 1.102 -0.114  -0.42
O 0.395 -1.381 -0.693  -0.41
O -0.681 -0.311 1.087  -0.47
H -0.002 0.469 -1.205  0.20
H 0.266 -1.966 2.454  0.29
H 0.602 -3.302 1.143  0.28
H -1.032 -2.825 1.588  0.30
H 2.257 0.313 -2.992  0.25
H 2.520 -1.116 -2.107  0.23
H 2.575 0.583 -1.331  0.23
H 0.053 1.914 2.011  0.24
H -1.432 1.727 2.740  0.25
H -1.384 2.960 1.599  0.26
H -2.695 2.086 -0.140  0.24
H -2.611 0.363 -0.814  0.23
H 0.059 -0.590 -2.502  0.21



Entry 3:
A structure of composition C7H13O2PS3. Source: the OMol25 dataset; level of theory: wB97M-V/def2-TZVPD.

Calculated values
* HOMO level: -0.26856 hartree
* HOMO-LUMO gap: 5.53 eV
* relative energy (zero: lowest compared OMol25 entry of this formula, charge and spin): 0.650 eV
* total charge: 0
* max |F|: 4.87 eV/Å

Each line ends with the natural charge from an NBO analysis.
Element x y z (Å)
C 0.024 1.492 -1.297  0.57
C -0.455 -2.526 -0.619  -0.45
C 0.662 -3.346 0.101  -0.57
C -1.402 -1.998 0.404  -0.29
C -2.535 -1.165 -0.137  -0.64
C 1.679 4.136 0.586  -0.63
C 1.269 2.748 0.437  -0.10
O 0.301 0.376 -0.722  -0.77
O 0.380 2.654 -0.780  -0.51
P 1.358 -0.491 1.167  0.73
S 2.092 -2.344 0.395  0.06
S -0.505 -1.068 1.755  -0.04
S -0.979 1.724 -2.623  -0.31
H 0.078 -1.680 -1.171  0.28
H -1.093 -3.122 -1.427  0.24
H 0.137 -3.740 0.911  0.23
H 0.949 -4.116 -0.613  0.25
H -1.937 -2.878 0.915  0.23
H -3.346 -1.147 0.612  0.21
H -2.869 -1.760 -1.034  0.22
H -2.365 -0.115 -0.556  0.27
H 0.916 4.802 1.081  0.22
H 2.596 4.305 1.361  0.21
H 2.063 4.619 -0.363  0.23
H 0.847 2.449 1.399  0.19
H 2.135 2.192 0.219  0.18



Entry 4:
The molecule C7H13PS. Source: the OMol25 dataset; level of theory: wB97M-V/def2-TZVPD.

Calculated values
* HOMO level (alpha / beta): -0.29189 / -0.27553 hartree
* HOMO-LUMO gap (alpha / beta): 7.90 / 6.87 eV
* relative energy (zero: lowest compared OMol25 entry of this formula, charge and spin): 4.629 eV
* total charge: 0
* max |F|: 5.36 eV/Å

Each line ends with the natural charge from an NBO analysis.
Element x y z (Å)
C 1.230 -0.274 -0.567  -0.46
C 0.775 0.666 0.595  -0.77
C 0.847 1.816 -2.220  -0.42
C 1.115 0.372 -1.979  0.09
C 1.564 -0.427 -3.144  -0.65
C -0.338 1.803 3.249  -0.62
C -0.663 0.236 3.160  -0.72
P 0.584 -0.578 1.986  0.57
S -0.742 1.206 -2.354  0.08
H 2.378 -0.321 -0.458  0.22
H 0.934 -1.278 -0.529  0.23
H 1.445 1.564 0.846  0.24
H -0.213 1.036 0.238  0.24
H 1.216 2.603 -1.564  0.21
H 2.666 -0.271 -3.021  0.22
H 1.361 0.098 -4.064  0.24
H 1.375 -1.466 -3.211  0.22
H -0.742 2.257 4.138  0.22
H 0.784 1.889 3.073  0.20
H -0.805 2.419 2.475  0.21
H -1.630 0.022 2.804  0.22
H -0.531 -0.320 4.112  0.23



Entry 5:
The molecule C7H14. Source: the OMol25 dataset; level of theory: wB97M-V/def2-TZVPD.

Calculated values
* SMILES string: C/C=C(\C)CCC
* HOMO level: -0.31680 hartree
* HOMO-LUMO gap: 9.73 eV
* relative energy (zero: lowest compared OMol25 entry of this formula, charge and spin): 1.297 eV
* total charge: 0
* max |F|: 2.04 eV/Å

Each line ends with the natural charge from an NBO analysis.
Element x y z (Å)
C 2.871 0.432 0.340  -0.65
C 1.382 0.505 0.410  -0.20
C 0.506 -0.499 0.377  0.03
C 0.960 -1.912 0.732  -0.65
C -0.798 -0.395 -0.375  -0.43
C -1.507 0.968 -0.278  -0.39
C -2.991 0.862 -0.692  -0.61
H 3.307 1.223 0.971  0.21
H 3.351 -0.465 0.736  0.21
H 3.268 0.650 -0.653  0.22
H 0.994 1.481 0.126  0.19
H 0.081 -2.526 0.909  0.21
H 1.582 -2.418 -0.009  0.22
H 1.540 -1.786 1.646  0.22
H -1.459 -1.217 -0.105  0.20
H -0.620 -0.479 -1.456  0.21
H -1.030 1.780 -0.825  0.20
H -1.506 1.278 0.775  0.19
H -3.036 0.853 -1.789  0.19
H -3.374 -0.109 -0.392  0.21
H -3.521 1.775 -0.449  0.21



Entry 6:
The molecule C7H14. Source: the OMol25 dataset; level of theory: wB97M-V/def2-TZVPD.

Calculated values
* HOMO level: -0.30544 hartree
* HOMO-LUMO gap: 8.93 eV
* relative energy (zero: lowest compared OMol25 entry of this formula, charge and spin): 4.301 eV
* total charge: 0
* max |F|: 0.51 eV/Å

Each line ends with the natural charge from an NBO analysis.
Element x y z (Å)
C -1.705 -1.429 -0.465  -0.61
C -0.763 -0.317 -0.921  -0.39
C -1.352 1.020 -0.944  -0.04
C 0.081 1.565 0.847  -0.64
C 0.369 0.190 0.103  0.02
C 0.529 -0.790 1.267  -0.61
C 1.685 0.292 -0.684  -0.61
H -1.203 -2.399 -0.361  0.20
H -2.498 -1.547 -1.212  0.22
H -2.192 -1.175 0.481  0.21
H -0.256 -0.628 -1.848  0.20
H -0.677 1.632 -1.577  0.10
H -0.152 2.469 0.274  0.24
H 1.022 1.770 1.367  0.21
H -0.711 1.463 1.594  0.23
H 1.301 -0.399 1.940  0.21
H 0.833 -1.790 0.943  0.21
H -0.398 -0.873 1.842  0.22
H 1.551 0.789 -1.652  0.21
H 2.430 0.859 -0.115  0.21
H 2.106 -0.703 -0.880  0.21



Entry 7:
A cluster of 2 separate species, C7H14 in total. Source: the OMol25 dataset; level of theory: wB97M-V/def2-TZVPD.

Calculated values
* SMILES string: C=CCC.C=CC
* HOMO level: -0.34773 hartree
* HOMO-LUMO gap: 10.64 eV
* relative energy (zero: lowest compared OMol25 entry of this formula, charge and spin): 1.861 eV
* total charge: 0
* max |F|: 1.62 eV/Å

Each line ends with the natural charge from an NBO analysis.
Element x y z (Å)
C 0.849 -0.895 1.849  -0.42
C 1.637 -0.107 1.138  -0.16
C 2.236 -0.555 -0.152  -0.44
C 1.532 0.225 -1.275  -0.61
H 0.465 -0.592 2.812  0.20
H 0.643 -1.900 1.489  0.19
H 1.817 0.927 1.449  0.19
H 3.333 -0.425 -0.079  0.21
H 2.090 -1.631 -0.298  0.20
H 0.431 -0.050 -1.356  0.23
H 1.985 -0.013 -2.234  0.21
H 1.768 1.292 -1.089  0.20
C -2.612 -0.638 -0.983  -0.42
C -1.923 -0.058 -0.006  -0.17
C -1.749 1.422 0.136  -0.65
H -3.161 -0.028 -1.696  0.19
H -2.698 -1.719 -1.057  0.20
H -1.515 -0.665 0.799  0.20
H -2.117 1.955 -0.746  0.21
H -2.314 1.748 1.014  0.22
H -0.698 1.706 0.283  0.22



Entry 8:
A cluster of 3 separate species, C7H14 in total. Source: the OMol25 dataset; level of theory: wB97M-V/def2-TZVPD.

Calculated values
* SMILES string: C=C1CC1.[H][H].C=CC
* HOMO level: -0.35335 hartree
* HOMO-LUMO gap: 10.82 eV
* relative energy (zero: lowest compared OMol25 entry of this formula, charge and spin): 3.816 eV
* total charge: 0
* max |F|: 0.24 eV/Å

Each line ends with the natural charge from an NBO analysis.
Element x y z (Å)
C 0.907 -2.122 0.243  -0.41
C 1.566 -1.060 -0.183  0.01
C 2.716 -0.163 -0.036  -0.45
C 1.675 0.049 -1.137  -0.45
H 1.254 -2.699 1.096  0.20
H -0.006 -2.454 -0.245  0.20
H 2.730 0.542 0.794  0.22
H 3.699 -0.528 -0.330  0.22
H 1.968 -0.169 -2.162  0.22
H 0.990 0.889 -1.033  0.23
H 0.551 2.576 0.659  0.00
H 1.209 2.636 1.002  0.00
C -2.158 1.593 0.325  -0.42
C -1.767 0.326 0.210  -0.17
C -2.274 -0.632 -0.827  -0.65
H -2.890 2.026 -0.354  0.19
H -1.770 2.242 1.106  0.20
H -1.028 -0.072 0.907  0.20
H -2.786 -1.481 -0.357  0.22
H -2.978 -0.147 -1.512  0.21
H -1.447 -1.043 -1.419  0.22



Entry 9:
The molecule C7H14. Source: the OMol25 dataset; level of theory: wB97M-V/def2-TZVPD.

Calculated values
* SMILES string: CC(C)CC1CC1
* HOMO level: -0.37076 hartree
* HOMO-LUMO gap: 11.32 eV
* relative energy (zero: lowest compared OMol25 entry of this formula, charge and spin): 0.806 eV
* total charge: 0
* max |F|: 0.20 eV/Å

Each line ends with the natural charge from an NBO analysis.
Element x y z (Å)
C -1.309 1.260 -0.396  -0.61
C -1.242 -0.145 0.208  -0.21
C -2.339 -1.033 -0.381  -0.60
C 0.135 -0.806 0.030  -0.39
C 1.298 0.077 0.430  -0.23
C 2.710 -0.280 0.065  -0.42
C 2.031 0.880 -0.608  -0.42
H -0.949 1.262 -1.433  0.20
H -2.342 1.629 -0.402  0.21
H -0.700 1.974 0.167  0.21
H -1.424 -0.054 1.289  0.19
H -3.335 -0.667 -0.104  0.21
H -2.281 -1.042 -1.477  0.20
H -2.252 -2.069 -0.033  0.21
H 0.152 -1.734 0.621  0.21
H 0.261 -1.111 -1.021  0.19
H 1.178 0.559 1.401  0.21
H 3.494 -0.064 0.786  0.21
H 2.881 -1.181 -0.520  0.21
H 1.728 0.746 -1.645  0.21
H 2.353 1.889 -0.367  0.21



Entry 10:
The molecule C7H14. Source: the OMol25 dataset; level of theory: wB97M-V/def2-TZVPD.

Calculated values
* SMILES string: CC[C@@]1(C)C[C@H]1C
* HOMO level: -0.35434 hartree
* HOMO-LUMO gap: 10.78 eV
* relative energy (zero: lowest compared OMol25 entry of this formula, charge and spin): 0.723 eV
* total charge: 0
* max |F|: 0.21 eV/Å

Each line ends with the natural charge from an NBO analysis.
Element x y z (Å)
C -1.377 -1.365 -0.934  -0.61
C -0.153 -0.493 -1.235  -0.39
C 0.650 -0.118 0.000  -0.05
C 1.437 -1.277 0.584  -0.59
C 1.311 1.234 0.066  -0.42
C 0.135 0.933 0.956  -0.22
C -1.176 1.661 0.755  -0.61
H -1.739 -1.862 -1.841  0.21
H -1.142 -2.143 -0.200  0.20
H -2.200 -0.767 -0.527  0.20
H 0.516 -1.028 -1.922  0.20
H -0.467 0.410 -1.772  0.20
H 2.153 -1.661 -0.154  0.21
H 0.785 -2.107 0.879  0.21
H 2.003 -0.969 1.470  0.21
H 2.301 1.300 0.513  0.21
H 1.144 1.926 -0.757  0.21
H 0.375 0.751 2.004  0.21
H -2.013 1.111 1.200  0.21
H -1.401 1.812 -0.306  0.20
H -1.142 2.652 1.223  0.21



Entry 11:
A structure of composition C7H14. Source: the OMol25 dataset; level of theory: wB97M-V/def2-TZVPD.

Calculated values
* HOMO level: -0.28484 hartree
* HOMO-LUMO gap: 8.68 eV
* relative energy (zero: lowest compared OMol25 entry of this formula, charge and spin): 3.844 eV
* total charge: 0
* max |F|: 0.35 eV/Å

Each line ends with the natural charge from an NBO analysis.
Element x y z (Å)
C -1.543 -1.110 -0.435  -0.62
C -0.563 -0.030 -0.879  -0.33
C -0.669 1.401 -0.486  0.03
C -1.331 1.607 0.847  -0.75
C 0.836 0.091 -0.192  -0.20
C 1.027 -0.455 1.220  -0.62
C 1.955 -0.391 -1.110  -0.59
H -1.277 -2.073 -0.887  0.22
H -2.552 -0.859 -0.786  0.22
H -1.592 -1.251 0.648  0.21
H -0.407 -0.129 -1.960  0.20
H 0.943 1.227 -0.145  0.27
H -2.300 2.008 0.514  0.26
H -0.873 2.397 1.452  0.23
H -1.547 0.738 1.487  0.18
H 2.025 -0.155 1.563  0.22
H 0.985 -1.550 1.247  0.21
H 0.307 -0.067 1.946  0.22
H 1.832 -0.036 -2.137  0.22
H 2.938 -0.072 -0.746  0.21
H 1.941 -1.488 -1.124  0.21



Entry 12:
A cluster of 2 separate species, C7H14 in total. Source: the OMol25 dataset; level of theory: wB97M-V/def2-TZVPD.

Calculated values
* HOMO level: -0.26235 hartree
* HOMO-LUMO gap: 7.88 eV
* relative energy (zero: lowest compared OMol25 entry of this formula, charge and spin): 6.171 eV
* total charge: 0
* max |F|: 0.67 eV/Å

Each line ends with the natural charge from an NBO analysis.
Element x y z (Å)
C -0.550 1.682 0.495  -0.60
C -0.490 0.187 0.166  -0.10
C -1.192 -0.067 -1.174  -0.60
C -1.169 -0.638 1.261  -0.60
C 0.963 -0.222 0.029  -0.10
C 2.071 0.098 -0.838  -0.57
C 1.663 -1.318 -0.721  -0.42
H -0.013 1.909 1.425  0.21
H -0.104 2.274 -0.311  0.22
H -1.589 2.005 0.623  0.21
H -2.221 0.304 -1.107  0.22
H -0.688 0.453 -1.996  0.22
H -1.232 -1.135 -1.410  0.21
H -0.690 -0.487 2.237  0.21
H -2.220 -0.350 1.359  0.21
H -1.128 -1.707 1.028  0.22
H 1.324 -0.205 1.454  0.06
H 2.088 0.808 -1.654  0.22
H 1.894 0.240 0.765  0.39
H 2.274 -2.043 -0.172  0.19
H 1.008 -1.789 -1.459  0.20